Density functional theory data (ωB97M-V/def2-TZVPD) for 2 unconnected molecules or ions with the total composition C2H2F3NO in a non-equilibrium geometry.

Computed properties:
Total energy in Eh: -506.9219
LUMO energy in eV: 0.0262
ΔE to the lowest compared entry with this formula, charge and spin in kcal per mole: 70.39
Gap between HOMO and LUMO in eV: 9.71
Maximum force in eV/Å: 4.958

Last column: Mulliken charge in e.
Cartesian coordinates (Å):
C: -0.453 0.606 0.330  0.325
C: -3.064 -0.077 -0.118  0.825
N: 0.590 1.328 0.255  -0.617
O: -1.414 0.819 -0.535  -0.516
F: -2.814 -0.745 0.959  -0.162
F: -3.831 0.995 0.055  -0.158
F: -3.402 -0.798 -1.127  -0.152
H: -0.753 -0.225 1.026  0.221
H: 1.424 1.119 0.815  0.234


Density functional theory data (ωB97M-V/def2-TZVPD) for 2 unconnected molecules or ions with the total composition C6H17NO in a non-equilibrium geometry.

Computed properties:
Total energy in Eh: -368.7146
LUMO energy in eV: 0.7829
ΔE to the lowest compared entry with this formula, charge and spin in kcal per mole: 54.11
Gap between HOMO and LUMO in eV: 9.58
Maximum force in eV/Å: 4.602

Last column: Mulliken charge in e.
Cartesian coordinates (Å):
C: -2.174 1.643 -0.979  -1.212
C: -1.360 0.840 0.066  -0.835
C: 0.137 0.538 -0.272  -0.457
C: 0.465 -0.755 -1.009  -0.982
C: 0.378 -2.114 -0.384  -0.661
N: 1.333 -2.384 0.720  -0.376
C: 2.690 -2.376 0.236  -0.921
H: -3.249 1.338 -1.001  0.314
H: -1.832 1.593 -1.996  0.352
H: -2.282 2.587 -0.693  0.400
H: -1.365 1.532 0.921  0.506
H: -1.782 -0.111 0.167  0.345
H: 0.650 1.449 -0.716  0.375
H: 0.591 0.425 0.707  0.349
H: 1.347 -0.781 -1.648  0.467
H: -0.364 -0.770 -1.668  0.391
H: 0.629 -2.773 -1.179  0.362
H: -0.670 -2.315 -0.081  0.407
H: 1.021 -3.274 1.179  0.251
H: 3.002 -1.403 0.108  0.319
H: 3.430 -2.588 1.110  0.320
H: 2.840 -3.145 -0.553  0.310
O: -1.350 3.847 1.438  -0.639
H: -0.507 4.097 2.052  0.343
H: -0.808 3.386 0.801  0.274


Density functional theory data (ωB97M-V/def2-TZVPD) for a single C3H6N2O2S2 molecule in a non-equilibrium geometry.

Computed properties:
Total energy in Eh: -1174.0806
LUMO energy (spin up / spin down) in eV: -0.3427 / -1.8598
ΔE to the lowest compared entry with this formula, charge and spin in kcal per mole: 102.82
Gap between HOMO and LUMO (spin up / spin down) in eV: 8.42 / 5.59
Maximum force in eV/Å: 3.371

Last column: Mulliken charge in e.
Cartesian coordinates (Å):
C: 2.595 -0.778 -0.702  -0.369
C: 0.021 -0.084 1.239  -0.144
C: -2.533 0.163 -0.132  -0.825
N: 1.510 -1.457 0.003  -0.594
N: 0.901 -0.883 0.865  0.371
O: -0.166 0.829 -1.193  -0.565
O: -1.147 2.275 0.603  -0.588
S: 3.239 0.618 0.060  -0.220
S: -0.941 1.007 -0.001  1.079
H: 3.245 -1.695 -0.954  0.304
H: 1.986 -0.444 -1.516  0.296
H: -0.128 0.184 2.336  0.297
H: -2.932 0.840 -0.927  0.302
H: -2.442 -0.886 -0.437  0.326
H: -3.207 0.312 0.757  0.330


Density functional theory data (ωB97M-V/def2-TZVPD) for 6 unconnected molecules or ions with the total composition CH12O6 in a non-equilibrium geometry.

Computed properties:
Total energy in Eh: -496.6995
LUMO energy in eV: 0.2393
ΔE to the lowest compared entry with this formula, charge and spin in kcal per mole: 19.38
Gap between HOMO and LUMO in eV: 10.56
Maximum force in eV/Å: 2.421

Last column: Mulliken charge in e.
Cartesian coordinates (Å):
C: -1.832 1.179 0.590  0.134
O: -2.457 0.166 0.742  -0.524
H: -2.179 2.132 0.879  0.320
H: -0.758 1.257 0.243  0.049
O: 1.979 0.896 1.479  -0.640
H: 2.120 1.739 1.114  0.252
H: 2.216 0.200 0.836  0.396
O: -0.024 -1.923 -1.214  -0.682
H: -0.054 -2.838 -1.506  0.309
H: -0.563 -1.936 -0.401  0.378
O: 0.579 2.183 -1.674  -0.634
H: 0.346 1.770 -2.559  0.335
H: 1.522 2.332 -1.832  0.311
O: -1.139 -2.008 1.378  -0.749
H: -1.005 -1.944 2.322  0.292
H: -1.828 -1.311 1.165  0.445
O: 2.058 -0.318 -0.877  -0.697
H: 1.806 0.324 -1.543  0.271
H: 1.366 -0.991 -0.972  0.435


Density functional theory data (ωB97M-V/def2-TZVPD) for a molecular structure, CH29HfO17 in a non-equilibrium geometry.

Computed properties:
Total energy in Eh: -1381.5823
Net charge: +3
LUMO energy in eV: -13.2070
ΔE to the lowest compared entry with this formula, charge and spin in kcal per mole: 50.91
Gap between HOMO and LUMO in eV: 4.06
Maximum force in eV/Å: 7.061

Last column: Mulliken charge in e.
Cartesian coordinates (Å):
Hf: 1.580 2.059 2.300  1.330
C: -0.193 0.484 0.232  1.033
O: -0.134 1.048 -0.871  -0.276
O: -0.650 -0.773 0.249  0.179
O: 0.377 1.060 1.218  0.002
H: -0.860 -0.980 -0.698  -0.139
O: 1.265 -3.069 0.941  -0.618
H: 0.331 -3.169 0.942  0.291
H: 1.533 -3.984 0.900  0.347
O: 0.983 -1.015 2.731  -0.633
H: 0.471 -1.566 2.117  0.231
H: 1.643 -1.631 3.106  0.355
O: -3.180 -2.886 -0.323  -0.644
H: -3.231 -2.081 0.184  0.414
H: -3.823 -2.746 -0.982  0.292
O: -0.038 3.790 -1.470  -0.648
H: -0.613 3.050 -1.477  0.258
H: -0.110 4.133 -2.339  0.335
O: -2.022 -1.008 -2.166  -0.564
H: -2.088 -0.077 -1.906  0.270
H: -2.942 -1.248 -2.272  0.274
O: 2.137 2.773 0.177  -0.472
H: 1.428 3.161 -0.349  0.306
H: 2.869 2.670 -0.468  0.339
O: -0.863 -3.966 -0.872  -0.642
H: -1.673 -3.468 -0.806  0.439
H: -0.160 -3.495 -1.287  0.308
O: 2.923 0.629 1.461  -0.420
H: 3.461 0.054 2.014  0.426
H: 2.938 0.240 0.591  0.218
O: -0.148 1.728 3.558  -0.450
H: -0.685 0.964 3.758  0.345
H: -0.609 2.490 3.957  0.370
O: -0.339 1.021 -3.708  -0.584
H: -0.303 0.963 -2.728  0.396
H: -0.652 1.867 -3.983  0.298
O: -3.425 -0.728 1.370  -0.652
H: -4.200 -0.992 1.851  0.301
H: -2.685 -1.284 1.664  0.346
O: 0.159 3.631 1.761  -0.489
H: -0.695 3.519 1.304  0.324
H: 0.112 4.586 1.932  0.377
O: 0.906 -1.947 -2.410  -0.648
H: 1.217 -1.453 -1.644  0.243
H: 1.349 -2.793 -2.411  0.313
O: 2.743 0.186 -1.368  -0.595
H: 3.342 -0.474 -1.682  0.281
H: 2.554 0.728 -2.099  0.232


Density functional theory data (ωB97M-V/def2-TZVPD) for a molecular structure, C19H12Cl3N6O3PtS2 in a non-equilibrium geometry.

Computed properties:
Total energy in Eh: -3581.8377
Net charge: -1
LUMO energy in eV: 2.1051
ΔE to the lowest compared entry with this formula, charge and spin in kcal per mole: 33.06
Gap between HOMO and LUMO in eV: 6.82
Maximum force in eV/Å: 3.708

Last column: Mulliken charge in e.
Cartesian coordinates (Å):
Pt: 0.653 0.101 0.972  1.125
C: -1.782 2.354 0.790  -1.433
C: -2.319 1.142 1.472  1.258
C: -3.680 1.068 1.842  -0.795
C: -4.154 -0.048 2.461  -0.763
C: -3.292 -1.134 2.718  1.191
C: -3.731 -2.309 3.356  -0.849
C: -2.844 -3.324 3.599  -0.576
C: -1.509 -3.200 3.205  -0.535
C: -1.037 -2.074 2.554  0.572
S: 0.626 -2.014 2.077  -0.551
C: -1.937 -0.998 2.317  -0.335
N: -1.492 0.143 1.726  -0.243
H: -2.495 3.177 0.804  0.402
H: -1.552 2.103 -0.248  0.142
H: -0.851 2.664 1.258  0.278
H: -4.334 1.904 1.638  0.380
H: -5.190 -0.121 2.771  0.381
H: -4.772 -2.391 3.646  0.332
H: -3.172 -4.230 4.094  0.359
H: -0.809 -4.003 3.403  0.401
S: 3.189 0.223 1.291  -0.313
C: 3.657 -0.307 -0.244  0.358
N: 2.842 -1.134 -0.981  0.255
C: 3.172 -1.560 -2.201  0.023
C: 4.393 -1.233 -2.720  -0.743
C: 5.187 -0.380 -1.947  -0.062
N: 4.843 0.058 -0.757  -0.560
H: 1.887 -1.252 -0.633  -0.130
H: 2.435 -2.139 -2.740  0.549
H: 4.705 -1.577 -3.693  0.412
H: 6.140 -0.020 -2.323  0.396
Cl: 3.444 3.495 -2.434  -0.158
C: 1.988 3.683 -1.447  0.554
Cl: 0.654 4.233 -2.488  -0.164
Cl: 2.277 4.886 -0.190  -0.170
C: 1.564 2.290 -0.852  0.247
O: 1.155 2.323 0.338  -0.804
O: 1.652 1.351 -1.635  -0.422
O: -0.271 -0.945 -0.866  -0.642
N: -0.979 -0.126 -1.529  -0.116
C: -0.881 -0.141 -2.834  0.704
C: -0.029 -1.011 -3.577  0.273
N: 0.666 -1.728 -4.152  -0.671
C: -1.685 0.756 -3.592  0.015
N: -2.333 1.445 -4.251  -0.572